No. 1
{
  "formula": "C34H35N3O2ReSbSe4Si",
  "method": "ωB97M-V/def2-TZVPD",
  "species": ["Re", "C", "Si", "C", "N", "C", "C", "C", "C", "C", "C", "C", "C", "C", "C", "C", "C", "C", "C", "C", "C", "C", "H", "H", "H", "H", "H", "H", "H", "H", "H", "H", "H", "H", "H", "H", "H", "H", "H", "H", "H", "H", "H", "H", "H", "H", "Se", "Sb", "Se", "Se", "Se", "O", "C", "N", "C", "C", "O", "N", "C", "C", "C", "C", "C", "C", "C", "C", "C", "C", "C", "C", "H", "H", "H", "H", "H", "H", "H", "H", "H", "H", "H"],
  "positions_angstrom": [[0.652, -1.132, -0.415], [1.061, -1.355, 1.599], [1.918, 0.189, 2.215], [1.155, 1.461, 1.027], [1.108, 0.944, -0.389], [-0.037, 1.581, -1.126], [0.040, 3.105, -1.114], [1.471, 3.607, -1.363], [2.307, 2.509, -2.001], [2.411, 1.267, -1.126], [1.418, 0.689, 3.934], [1.866, 1.905, 4.456], [1.505, 2.311, 5.728], [0.693, 1.498, 6.508], [0.245, 0.285, 6.014], [0.604, -0.115, 4.735], [3.771, 0.068, 2.015], [4.570, 1.170, 1.702], [5.946, 1.057, 1.599], [6.555, -0.171, 1.812], [5.786, -1.277, 2.137], [4.409, -1.155, 2.239], [0.081, -1.465, 2.085], [1.604, -2.275, 1.813], [1.605, 2.451, 1.032], [0.121, 1.586, 1.368], [-0.969, 1.240, -0.659], [-0.015, 1.187, -2.146], [-0.355, 3.496, -0.176], [-0.632, 3.453, -1.901], [1.932, 3.927, -0.425], [1.454, 4.487, -2.005], [3.324, 2.847, -2.200], [1.883, 2.236, -2.970], [3.169, 1.373, -0.356], [2.689, 0.415, -1.747], [2.519, 2.543, 3.871], [1.861, 3.254, 6.117], [0.415, 1.811, 7.505], [-0.381, -0.352, 6.622], [0.243, -1.068, 4.366], [4.119, 2.145, 1.545], [6.545, 1.923, 1.357], [7.629, -0.264, 1.734], [6.258, -2.232, 2.315], [3.829, -2.034, 2.496], [2.436, -0.305, -4.393], [2.237, -2.554, -3.737], [4.812, -3.160, -3.288], [5.254, -1.661, -1.717], [2.454, -2.394, -0.953], [-1.916, -2.908, 1.731], [-2.122, -2.477, 0.633], [-3.298, -2.292, -0.016], [-3.217, -1.620, -1.304], [-1.704, -1.549, -1.408], [-0.973, -1.056, -2.278], [-1.113, -2.032, -0.287], [-3.792, -0.199, -1.238], [-3.333, 0.812, -2.078], [-3.889, 2.081, -2.016], [-4.907, 2.358, -1.118], [-5.367, 1.356, -0.278], [-4.810, 0.088, -0.334], [-3.791, -2.456, -2.449], [-4.266, -3.740, -2.220], [-4.787, -4.490, -3.265], [-4.822, -3.969, -4.546], [-4.330, -2.693, -4.782], [-3.819, -1.938, -3.741], [-4.157, -2.590, 0.414], [-2.533, 0.620, -2.778], [-3.527, 2.855, -2.680], [-5.342, 3.346, -1.075], [-6.161, 1.558, 0.427], [-5.187, -0.671, 0.337], [-4.225, -4.177, -1.232], [-5.161, -5.486, -3.072], [-5.229, -4.552, -5.360], [-4.347, -2.280, -5.781], [-3.447, -0.946, -3.946]],
  "fmax_ev_per_a": 0.5,
  "charge": 1,
  "lumo_energy_ev": [-4.47, -4.78],
  "spin_multiplicity": 4,
  "de_lowest_kj_mol": 24.41,
  "e_homo_ev": [-10.29, -10.17],
  "gap_ev": [5.820, 5.394]
}

***

No. 2
{
  "formula": "C34H35N8S4Zr",
  "method": "ωB97M-V/def2-TZVPD",
  "species": ["Zr", "C", "C", "N", "N", "C", "N", "S", "C", "C", "C", "C", "C", "N", "H", "H", "H", "H", "H", "H", "H", "H", "H", "C", "C", "N", "C", "C", "S", "C", "C", "N", "H", "H", "H", "H", "H", "H", "H", "H", "H", "H", "H", "H", "H", "H", "S", "C", "C", "C", "C", "C", "C", "N", "C", "C", "C", "C", "C", "C", "C", "C", "N", "C", "C", "C", "C", "C", "S", "C", "H", "H", "H", "H", "H", "H", "H", "H", "H", "H", "H", "H"],
  "positions_angstrom": [[-0.783, 0.703, 0.063], [0.254, -1.577, -3.812], [-0.359, -1.054, -2.550], [-0.213, 0.131, -2.057], [0.507, 1.035, -2.887], [0.014, 2.259, -2.692], [0.477, 3.226, -3.470], [-1.344, 2.506, -1.623], [-1.443, -1.829, -1.922], [-1.855, -3.038, -2.401], [-2.947, -3.707, -1.827], [-3.589, -3.058, -0.776], [-3.119, -1.851, -0.322], [-2.009, -1.241, -0.817], [1.045, -0.907, -4.196], [-0.502, -1.756, -4.581], [0.749, -2.530, -3.635], [1.174, 3.033, -4.151], [0.209, 4.176, -3.383], [-1.291, -3.599, -3.141], [-3.286, -4.691, -2.125], [-4.496, -3.457, -0.362], [-3.598, -1.384, 0.521], [-3.001, 0.231, 2.642], [-3.998, 0.742, 1.563], [-3.260, 1.450, 0.449], [-3.398, 2.889, 0.652], [-2.583, 3.369, 1.842], [-0.841, 2.700, 1.853], [-0.627, 1.785, 3.396], [-0.656, 0.277, 3.159], [-1.669, -0.123, 2.143], [-3.428, -0.693, 3.104], [-2.985, 0.847, 3.554], [-4.616, 1.386, 2.098], [-4.610, -0.050, 1.188], [-3.624, 1.176, -0.438], [-4.423, 3.207, 0.755], [-3.027, 3.384, -0.224], [-2.933, 3.137, 2.838], [-2.555, 4.456, 1.794], [-1.299, 2.104, 4.205], [0.311, 2.111, 3.784], [-0.795, -0.369, 4.077], [0.325, -0.140, 2.828], [-1.511, -1.109, 1.947], [5.294, 4.781, -0.520], [4.974, 6.199, -1.346], [3.620, 6.336, -1.598], [2.842, 5.265, -1.089], [3.667, 4.247, -0.532], [3.237, 2.928, -0.166], [1.874, 2.573, 0.058], [1.433, 1.334, 0.228], [2.394, 0.307, 0.199], [3.774, 0.596, 0.049], [4.698, -0.492, 0.105], [4.322, -1.771, 0.357], [2.881, -2.060, 0.562], [2.418, -3.353, 0.768], [1.061, -3.551, 0.794], [0.240, -2.443, 0.744], [0.619, -1.162, 0.629], [1.954, -0.965, 0.479], [0.426, -4.915, 0.812], [-0.748, -5.285, 1.449], [-1.126, -6.548, 1.003], [-0.231, -7.166, 0.206], [1.079, -6.165, -0.170], [4.143, 1.907, -0.178], [5.752, 6.869, -1.518], [3.234, 7.212, -2.091], [1.741, 5.261, -1.218], [1.138, 3.359, 0.031], [5.759, -0.219, -0.032], [5.088, -2.532, 0.306], [3.138, -4.140, 0.807], [-0.812, -2.678, 0.712], [-1.295, -4.746, 2.225], [-1.993, -7.033, 1.396], [-0.185, -8.214, -0.111], [5.195, 2.108, -0.413]],
  "fmax_ev_per_a": 3.0,
  "charge": 3,
  "lumo_energy_ev": -9.41,
  "spin_multiplicity": 1,
  "de_lowest_kj_mol": 0.00,
  "e_homo_ev": -14.90,
  "gap_ev": 5.487
}

***

No. 3
{
  "formula": "C34H36Cl6F5N3O3PtSeSi",
  "method": "ωB97M-V/def2-TZVPD",
  "species": ["Pt", "Cl", "C", "C", "C", "Cl", "C", "Cl", "C", "Cl", "C", "Cl", "C", "C", "C", "C", "C", "O", "C", "C", "C", "C", "C", "C", "Cl", "C", "C", "C", "N", "C", "N", "C", "N", "H", "H", "H", "H", "H", "H", "H", "H", "H", "H", "H", "H", "H", "H", "H", "H", "H", "H", "H", "H", "H", "H", "F", "C", "C", "F", "C", "F", "C", "Se", "C", "F", "C", "F", "C", "C", "O", "O", "H", "H", "H", "C", "Si", "C", "C", "C", "H", "H", "H", "H", "H", "H", "H", "H", "H", "H", "H"],
  "positions_angstrom": [[1.155, 2.311, -1.003], [3.054, 1.914, -4.206], [1.358, 1.609, -4.081], [0.685, 1.751, -2.875], [-0.673, 1.456, -2.890], [-1.463, 1.615, -1.344], [-1.370, 1.024, -4.002], [-3.040, 0.649, -3.893], [-0.671, 0.882, -5.197], [-1.485, 0.332, -6.604], [0.690, 1.176, -5.234], [1.552, 0.975, -6.707], [-3.548, -3.317, 5.636], [-2.468, -3.763, 4.644], [-1.206, -4.142, 5.429], [-2.948, -5.028, 3.921], [-2.152, -2.645, 3.590], [-1.265, -3.164, 2.599], [-3.457, -2.082, 2.980], [-3.400, -1.448, 1.580], [-3.138, -2.405, 0.440], [-2.113, -2.163, -0.472], [-1.875, -3.023, -1.532], [-2.672, -4.147, -1.683], [-2.383, -5.239, -3.004], [-3.699, -4.414, -0.794], [-3.926, -3.540, 0.259], [-1.329, -1.530, 4.246], [-1.066, -0.421, 3.352], [-0.262, -0.388, 2.283], [-0.389, 0.762, 1.651], [-1.302, 1.418, 2.410], [-1.747, 0.740, 3.447], [-3.674, -4.086, 6.400], [-4.516, -3.170, 5.157], [-3.280, -2.392, 6.150], [-1.398, -5.049, 6.005], [-0.911, -3.368, 6.140], [-0.371, -4.339, 4.755], [-3.236, -5.778, 4.659], [-2.153, -5.455, 3.309], [-3.815, -4.852, 3.283], [-1.768, -3.622, 1.917], [-3.845, -1.330, 3.671], [-4.207, -2.873, 2.955], [-2.677, -0.638, 1.535], [-4.377, -0.984, 1.412], [-1.479, -1.292, -0.346], [-1.076, -2.827, -2.233], [-4.315, -5.292, -0.931], [-4.743, -3.745, 0.941], [-0.370, -1.939, 4.556], [-1.835, -1.114, 5.114], [0.354, -1.222, 1.990], [-1.645, 2.418, 2.197], [4.856, -2.107, -5.257], [4.180, -1.635, -4.216], [4.856, -1.068, -3.151], [6.187, -0.995, -3.175], [4.141, -0.570, -2.076], [4.840, -0.023, -1.079], [2.754, -0.615, -2.029], [1.778, 0.040, -0.518], [2.109, -1.216, -3.103], [0.777, -1.318, -3.130], [2.799, -1.715, -4.193], [2.147, -2.266, -5.215], [0.296, 5.460, 1.343], [0.659, 4.309, 0.462], [0.463, 4.361, -0.795], [1.172, 3.260, 0.942], [1.188, 6.067, 1.500], [-0.039, 5.094, 2.311], [-0.467, 6.074, 0.871], [2.290, 5.103, -3.339], [3.413, 4.616, -1.920], [3.321, 5.957, -0.608], [5.191, 4.508, -2.511], [3.101, 2.910, -1.136], [2.278, 6.193, -3.415], [1.261, 4.781, -3.175], [2.635, 4.705, -4.293], [3.997, 6.773, -0.875], [3.608, 5.603, 0.385], [2.313, 6.372, -0.556], [5.505, 5.463, -2.940], [5.322, 3.739, -3.275], [5.866, 4.277, -1.684], [3.424, 2.919, -0.091], [3.669, 2.138, -1.643]],
  "fmax_ev_per_a": 0.1,
  "lumo_energy_ev": -0.77,
  "spin_multiplicity": 1,
  "de_lowest_kj_mol": 0.00,
  "e_homo_ev": -8.74,
  "gap_ev": 7.970
}